{
  "formula": "BeH8O4",
  "method": "ωB97M-V/def2-TZVPD",
  "largest_force_ev_per_a": 1.81,
  "total_charge": 2,
  "relative_energy_kcal_mol": 14.1,
  "orbital_gap_ev": 14.608,
  "e_homo_ev": -23.00,
  "elements": ["Be", "O", "H", "H", "O", "H", "H", "O", "H", "H", "O", "H", "H"],
  "coordinates": [[0.050, -0.056, -0.136], [1.620, -0.428, -0.238], [1.739, -1.128, 0.421], [2.179, 0.343, 0.037], [-0.966, -1.087, -0.988], [-1.104, -1.881, -0.433], [-1.566, -1.075, -1.781], [-0.214, 1.508, -0.685], [-0.208, 2.382, -0.278], [-0.229, 1.662, -1.677], [-0.381, -0.147, 1.502], [0.057, 0.495, 2.075], [-0.976, -0.589, 2.180]],
  "forces_ev_per_angstrom": [[-1.386, 0.584, -0.573], [-0.184, 0.931, 0.612], [0.860, -0.373, 0.001], [0.052, -0.852, -0.417], [0.182, -0.108, 0.530], [-0.477, 0.006, -0.934], [0.665, -0.090, 0.957], [0.170, -0.388, -1.758], [-0.080, 0.191, 0.296], [0.016, -0.117, 1.367], [-0.519, -0.303, 1.313], [0.340, 0.354, 0.080], [0.360, 0.164, -1.475]]
}

***

{
  "formula": "Br2",
  "method": "ωB97M-V/def2-TZVPD",
  "largest_force_ev_per_a": 1.60,
  "relative_energy_kcal_mol": 2.1,
  "smiles": "BrBr",
  "orbital_gap_ev": 8.358,
  "e_homo_ev": -10.54,
  "elements": ["Br", "Br"],
  "coordinates": [[-1.199, 0.000, 0.000], [1.199, 0.000, 0.000]],
  "forces_ev_per_angstrom": [[1.598, 0.000, 0.000], [-1.598, 0.000, 0.000]]
}

***

{
  "formula": "Br2Cl7N2O34Sn4",
  "method": "ωB97M-V/def2-TZVPD",
  "largest_force_ev_per_a": 6.85,
  "total_charge": -3,
  "orbital_gap_ev": 1.160,
  "e_homo_ev": -1.69,
  "elements": ["Sn", "Sn", "Sn", "Sn", "Br", "Br", "N", "O", "O", "O", "N", "O", "O", "O", "Cl", "O", "O", "O", "O", "Cl", "O", "O", "O", "O", "Cl", "O", "O", "O", "O", "Cl", "O", "O", "O", "O", "Cl", "O", "O", "O", "O", "Cl", "O", "O", "O", "O", "Cl", "O", "O", "O", "O"],
  "coordinates": [[1.355, 5.256, -7.769], [-1.198, 1.304, 4.603], [3.052, -3.491, 3.557], [-1.185, -0.174, -3.749], [-1.714, 3.188, 2.731], [-3.692, 2.067, 6.547], [-2.667, -1.293, 3.552], [-3.455, -1.080, 4.472], [-2.431, -2.245, 2.895], [-1.746, -0.151, 3.217], [-3.792, -0.686, -2.721], [-4.941, -0.681, -2.333], [-3.593, -0.875, -4.003], [-2.750, -0.560, -1.932], [1.881, -0.372, 3.209], [0.873, -0.922, 2.409], [3.051, -0.296, 2.403], [1.497, 0.866, 3.926], [2.212, -1.393, 4.440], [1.443, -6.356, 3.023], [2.385, -5.844, 1.974], [1.717, -5.351, 4.149], [0.066, -6.349, 2.546], [1.795, -7.688, 3.383], [-0.790, 7.061, -7.866], [-1.279, 7.511, -6.657], [0.600, 7.589, -8.060], [-0.691, 5.548, -7.846], [-1.423, 7.365, -9.024], [5.545, -5.501, 8.718], [3.973, -3.787, 5.254], [5.102, -6.715, 9.394], [6.489, -5.756, 7.625], [5.428, -4.182, 9.314], [-0.495, 5.858, 5.359], [1.619, 6.050, -5.947], [-0.582, 5.704, 6.779], [0.538, 5.317, 4.596], [-1.268, 6.860, 4.769], [-1.329, -3.015, -3.434], [-0.631, -4.119, -3.946], [-2.397, -3.453, -2.684], [-0.429, -2.156, -2.710], [-1.787, -2.145, -4.579], [-0.835, 1.814, -7.951], [-1.615, 1.478, -9.125], [-1.705, 2.471, -7.005], [-0.446, 0.620, -7.292], [0.248, 2.708, -8.213]],
  "forces_ev_per_angstrom": [[2.200, 0.330, 2.277], [-1.168, 0.429, -0.033], [-0.188, -0.097, 1.881], [-1.633, -0.448, 0.188], [0.259, -0.246, 0.611], [0.697, -0.074, -0.457], [1.741, 3.174, 0.981], [1.052, -0.729, -1.661], [-0.771, -0.453, 0.137], [-1.937, -1.717, 0.785], [-1.208, -0.507, -1.486], [1.396, 0.060, 0.697], [0.483, 2.053, 2.685], [-0.803, 0.314, -2.009], [0.731, -0.790, 3.120], [-1.476, -0.329, 0.001], [0.915, 0.849, 0.539], [0.657, -1.585, -1.522], [-0.455, 0.763, -2.810], [0.472, 1.319, -2.565], [-1.227, -0.626, 0.946], [-0.942, -0.813, -0.384], [1.733, 0.683, 1.108], [0.237, 0.304, 0.816], [5.269, -0.771, 0.861], [-1.613, 0.684, 1.401], [-0.910, -1.076, 0.385], [-1.025, 0.713, 0.306], [-3.975, 1.438, -3.573], [-4.637, -0.153, -5.035], [-0.074, -0.015, -0.871], [1.375, 0.308, 1.569], [1.331, 0.390, 1.653], [1.803, -0.360, 1.463], [-4.379, -4.587, 0.152], [-0.026, -1.368, -1.706], [1.409, 1.039, 0.800], [3.248, 0.212, -0.515], [-0.372, 3.073, -0.617], [0.583, -1.310, -2.741], [0.880, -0.612, -0.617], [-2.119, 0.047, 1.527], [0.919, 1.446, 1.069], [1.458, -0.920, 0.325], [-4.119, 0.402, 1.490], [1.174, 0.355, -0.265], [-0.325, 0.736, -0.011], [1.823, -1.729, 0.083], [1.535, 0.195, -0.981]]
}

***

{
  "formula": "Br2FH2PSi",
  "method": "ωB97M-V/def2-TZVPD",
  "largest_force_ev_per_a": 1.55,
  "relative_energy_kcal_mol": 73.1,
  "orbital_gap_ev": [6.874, 7.520],
  "e_homo_ev": [-9.26, -9.03],
  "elements": ["F", "Si", "P", "Br", "Br", "H", "H"],
  "coordinates": [[0.782, -1.343, 2.519], [0.158, -0.278, 1.431], [-0.706, -0.345, -2.873], [1.656, 1.425, 0.997], [-1.771, 0.513, 2.258], [0.709, 0.025, -2.915], [-0.830, 0.004, -1.416]],
  "forces_ev_per_angstrom": [[-0.494, 1.141, -0.919], [0.737, -0.140, 0.678], [0.646, 0.484, 1.285], [-0.724, -0.873, 0.344], [0.489, -0.148, -0.131], [-0.848, -0.191, 0.136], [0.194, -0.273, -1.393]]
}

***

{
  "formula": "Br2H2N2S",
  "method": "ωB97M-V/def2-TZVPD",
  "largest_force_ev_per_a": 3.44,
  "relative_energy_kcal_mol": 50.0,
  "orbital_gap_ev": [7.728, 7.069],
  "e_homo_ev": [-9.13, -8.56],
  "elements": ["N", "N", "S", "Br", "Br", "H", "H"],
  "coordinates": [[1.565, -0.080, -0.921], [-0.999, -0.348, 0.862], [-0.207, -1.513, 0.120], [1.551, 1.356, 0.132], [-2.398, 0.733, -0.183], [1.141, -0.056, -1.821], [-0.653, -0.091, 1.811]],
  "forces_ev_per_angstrom": [[0.444, -3.077, 1.472], [-0.312, -0.124, -0.253], [0.824, 1.326, -0.692], [-0.444, 0.916, -0.104], [1.491, -0.859, 1.492], [-0.952, 1.194, -0.722], [-1.052, 0.623, -1.194]]
}

***

{
  "formula": "Br2N2O6Zn",
  "method": "ωB97M-V/def2-TZVPD",
  "largest_force_ev_per_a": 8.82,
  "total_charge": -2,
  "orbital_gap_ev": 7.772,
  "e_homo_ev": -2.28,
  "elements": ["Zn", "N", "O", "O", "O", "N", "O", "O", "O", "Br", "Br"],
  "coordinates": [[1.020, 1.041, 0.111], [-0.654, 0.173, -2.046], [-0.540, -0.743, -2.804], [0.433, 1.069, -1.980], [-1.557, 0.354, -1.186], [-0.314, -1.538, 1.286], [-0.292, -1.999, 2.433], [0.753, -1.035, 0.798], [-1.309, -1.617, 0.753], [-0.672, 2.522, 1.094], [3.134, 1.772, 1.541]],
  "forces_ev_per_angstrom": [[-0.658, -0.007, 0.510], [1.102, 2.476, 3.712], [-0.639, -0.609, -0.998], [-1.340, -1.600, 0.585], [1.469, -0.527, -2.786], [3.923, -0.368, 4.712], [1.983, -0.399, 1.989], [0.899, 1.089, -0.941], [-6.483, 0.311, -5.968], [0.239, -0.008, 0.034], [-0.495, -0.358, -0.849]]
}

***

{
  "formula": "Br2O3PS",
  "method": "ωB97M-V/def2-TZVPD",
  "largest_force_ev_per_a": 3.16,
  "total_charge": -1,
  "relative_energy_kcal_mol": 47.4,
  "orbital_gap_ev": [6.568, 6.568],
  "e_homo_ev": [-3.71, -3.71],
  "elements": ["O", "O", "O", "P", "S", "Br", "Br"],
  "coordinates": [[1.859, 1.255, 0.770], [0.767, -0.995, 0.940], [1.940, -0.379, -1.106], [-1.586, 0.570, -1.026], [1.321, 0.023, 0.114], [-1.816, -1.634, -0.692], [-2.486, 1.160, 1.000]],
  "forces_ev_per_angstrom": [[-1.278, -2.349, -1.309], [-0.004, -0.379, 0.741], [0.366, -0.076, -0.720], [1.233, -0.180, 1.066], [-0.169, 3.028, 0.872], [-0.215, -0.296, -0.408], [0.067, 0.252, -0.242]]
}

***

{
  "formula": "Br3HOSi",
  "method": "ωB97M-V/def2-TZVPD",
  "largest_force_ev_per_a": 2.24,
  "relative_energy_kcal_mol": 1.9,
  "smiles": "O[Si](Br)(Br)Br",
  "orbital_gap_ev": 10.943,
  "e_homo_ev": -10.69,
  "elements": ["O", "Si", "Br", "Br", "Br", "H"],
  "coordinates": [[-0.504, -0.092, -0.501], [-2.112, -0.015, -0.077], [-3.182, 1.186, -1.481], [-2.317, 0.890, 1.950], [-2.931, -1.999, -0.008], [0.147, -0.624, -0.060]],
  "forces_ev_per_angstrom": [[-1.718, 0.787, -0.365], [2.089, 0.136, 0.796], [-0.237, 0.480, -0.610], [0.062, -0.129, -0.318], [-0.377, -0.858, 0.030], [0.182, -0.416, 0.467]]
}

***

{
  "formula": "Br3O2P",
  "method": "ωB97M-V/def2-TZVPD",
  "largest_force_ev_per_a": 1.64,
  "relative_energy_kcal_mol": 0.0,
  "orbital_gap_ev": 9.552,
  "e_homo_ev": -11.04,
  "elements": ["O", "O", "P", "Br", "Br", "Br"],
  "coordinates": [[-0.379, 0.075, 1.213], [-0.385, -0.542, -1.236], [0.336, 0.274, -0.031], [-2.201, -0.456, -1.033], [2.488, -0.453, -0.286], [0.517, 2.337, -0.732]],
  "forces_ev_per_angstrom": [[0.588, 0.290, 0.747], [0.541, 0.435, 0.217], [0.895, -0.636, -1.001], [-0.288, -0.147, -0.383], [-1.587, 0.325, 0.262], [-0.149, -0.268, 0.158]]
}

***

{
  "formula": "Br4Cs4",
  "method": "ωB97M-V/def2-TZVPD",
  "largest_force_ev_per_a": 0.83,
  "orbital_gap_ev": 6.324,
  "e_homo_ev": -7.39,
  "elements": ["Cs", "Cs", "Cs", "Cs", "Br", "Br", "Br", "Br"],
  "coordinates": [[0.555, 1.463, 4.222], [4.756, -0.562, 0.207], [0.172, -1.559, -1.678], [-3.929, 1.852, -0.759], [3.407, -1.081, -2.820], [-3.031, -1.228, -2.250], [-3.280, 0.563, 2.237], [1.349, 0.551, 0.840]],
  "forces_ev_per_angstrom": [[-0.453, -0.234, -0.660], [-0.405, 0.083, -0.290], [0.125, -0.053, 0.022], [0.134, -0.463, -0.021], [0.224, -0.056, 0.171], [-0.342, 0.342, -0.078], [0.320, 0.261, 0.308], [0.398, 0.120, 0.547]]
}

***

{
  "formula": "Br5HSi2",
  "method": "ωB97M-V/def2-TZVPD",
  "largest_force_ev_per_a": 2.47,
  "relative_energy_kcal_mol": 25.5,
  "orbital_gap_ev": 7.735,
  "e_homo_ev": -9.20,
  "elements": ["Si", "Si", "Br", "Br", "Br", "Br", "Br", "H"],
  "coordinates": [[-1.505, -0.427, 0.051], [1.348, 0.539, -0.151], [-2.050, -1.324, 1.986], [-1.639, -1.968, -1.546], [2.561, 0.371, -2.006], [1.251, 2.695, 0.453], [2.429, -0.555, 1.481], [-2.394, 0.668, -0.268]],
  "forces_ev_per_angstrom": [[2.393, -0.066, -0.589], [-1.725, -0.479, 0.821], [0.206, 0.193, -0.120], [-0.035, 0.196, 0.202], [-0.412, -0.041, 0.257], [0.029, -0.345, -0.194], [-0.189, 0.164, -0.360], [-0.267, 0.377, -0.016]]
}

***

{
  "formula": "Br5Hf",
  "method": "ωB97M-V/def2-TZVPD",
  "largest_force_ev_per_a": 1.80,
  "total_charge": -1,
  "relative_energy_kcal_mol": 0.0,
  "orbital_gap_ev": 8.713,
  "e_homo_ev": -6.25,
  "elements": ["Hf", "Br", "Br", "Br", "Br", "Br"],
  "coordinates": [[0.087, -0.178, 0.080], [1.466, 1.932, 1.315], [2.379, -0.623, -1.260], [-1.001, 1.104, -1.984], [-2.122, 0.526, 1.636], [-0.809, -2.761, 0.215]],
  "forces_ev_per_angstrom": [[-0.768, 1.453, -0.553], [-0.847, -1.482, -0.560], [-1.142, -0.088, 0.745], [0.643, -0.918, 1.163], [1.328, -0.470, -0.722], [0.786, 1.505, -0.073]]
}

***

{
  "formula": "Br6Cu2Sn",
  "method": "ωB97M-V/def2-TZVPD",
  "largest_force_ev_per_a": 2.94,
  "total_charge": -2,
  "orbital_gap_ev": 2.467,
  "e_homo_ev": -1.94,
  "elements": ["Cu", "Cu", "Sn", "Br", "Br", "Br", "Br", "Br", "Br"],
  "coordinates": [[-2.518, -7.675, 2.615], [-1.813, -8.980, -0.411], [0.220, -11.433, 3.104], [1.862, -14.077, 4.659], [3.618, -10.683, 1.753], [-2.476, -9.797, 4.571], [-0.301, -14.298, 0.594], [1.590, -10.071, 6.218], [0.153, -8.129, 1.619]],
  "forces_ev_per_angstrom": [[1.383, -1.653, 0.859], [1.349, 0.229, 1.435], [2.386, -1.146, 1.283], [-0.856, 0.973, -0.599], [-0.996, 0.075, 0.104], [-0.172, 1.133, -1.371], [-0.271, 0.734, 0.174], [-0.572, -0.134, -0.870], [-2.251, -0.212, -1.014]]
}

***

{
  "formula": "Br6Hf",
  "method": "ωB97M-V/def2-TZVPD",
  "largest_force_ev_per_a": 2.27,
  "total_charge": -2,
  "relative_energy_kcal_mol": 35.1,
  "orbital_gap_ev": 7.600,
  "e_homo_ev": -2.48,
  "elements": ["Hf", "Br", "Br", "Br", "Br", "Br", "Br"],
  "coordinates": [[-0.254, -0.098, 0.057], [1.645, 1.917, -0.934], [-1.020, -0.294, -2.818], [-1.263, -2.461, 0.864], [-2.150, 2.184, 0.488], [2.224, -1.653, -0.348], [0.818, 0.404, 2.690]],
  "forces_ev_per_angstrom": [[2.045, 0.911, -0.393], [-1.135, -0.881, 0.552], [0.241, -0.035, 1.790], [0.122, 1.263, -0.434], [0.945, -1.587, -0.223], [-1.395, 0.606, 0.142], [-0.822, -0.277, -1.434]]
}

***

{
  "formula": "BrClFHN3O",
  "method": "ωB97M-V/def2-TZVPD",
  "largest_force_ev_per_a": 4.36,
  "total_charge": -1,
  "relative_energy_kcal_mol": 24.2,
  "orbital_gap_ev": [5.975, 5.977],
  "e_homo_ev": [-3.75, -3.75],
  "elements": ["N", "N", "N", "O", "F", "Cl", "Br", "H"],
  "coordinates": [[-0.478, 1.036, 0.801], [0.128, -0.471, -0.835], [-0.507, -0.615, -1.759], [-0.694, 0.543, 1.845], [1.663, -1.998, 0.649], [1.140, 2.015, 0.694], [-2.359, 0.713, -1.929], [1.107, -1.223, 0.534]],
  "forces_ev_per_angstrom": [[-1.822, -1.377, 2.851], [-1.461, -0.776, -2.526], [3.520, -0.936, 2.390], [0.961, 1.513, -2.798], [-0.537, 0.883, 0.334], [0.696, 0.362, 0.298], [-2.184, 1.490, -0.231], [0.827, -1.158, -0.319]]
}

***

{
  "formula": "BrClH2O2Si",
  "method": "ωB97M-V/def2-TZVPD",
  "largest_force_ev_per_a": 3.00,
  "relative_energy_kcal_mol": 15.7,
  "smiles": "O[Si](O)(Cl)Br",
  "orbital_gap_ev": 10.359,
  "e_homo_ev": -10.40,
  "elements": ["O", "O", "Si", "Cl", "Br", "H", "H"],
  "coordinates": [[1.221, 0.696, -0.696], [-1.424, 0.588, 0.019], [-0.047, -0.166, -0.168], [-0.434, -1.819, -1.437], [0.636, -0.580, 2.212], [2.048, 0.298, -0.637], [-2.001, 0.982, 0.708]],
  "forces_ev_per_angstrom": [[-2.836, 0.930, -0.322], [-1.147, 0.830, 0.004], [0.547, -1.236, 1.889], [0.467, 1.174, 1.171], [-0.593, -0.036, -2.223], [2.350, -1.026, 0.149], [1.212, -0.636, -0.669]]
}

***

{
  "formula": "BrClH3N2P",
  "method": "ωB97M-V/def2-TZVPD",
  "largest_force_ev_per_a": 1.23,
  "relative_energy_kcal_mol": 43.3,
  "smiles": "[H]/N=P(\\Br)=N/[H].Cl",
  "orbital_gap_ev": 10.046,
  "e_homo_ev": -10.27,
  "elements": ["N", "N", "P", "Cl", "Br", "H", "H", "H"],
  "coordinates": [[-0.587, 0.277, 1.575], [1.609, 1.068, 0.001], [0.164, 0.951, 0.423], [-0.823, -2.567, -2.055], [-0.961, 2.349, -0.905], [-1.543, 0.428, 1.905], [2.343, 0.410, 0.068], [-0.203, -2.916, -1.012]],
  "forces_ev_per_angstrom": [[0.226, 0.219, -0.287], [-0.679, 0.301, -0.582], [-1.023, 0.577, 0.367], [-0.261, 0.199, -0.445], [0.286, -0.541, 0.642], [0.565, 0.008, -0.647], [0.620, -0.596, 0.472], [0.265, -0.167, 0.480]]
}

***

{
  "formula": "BrClN2O2",
  "method": "ωB97M-V/def2-TZVPD",
  "largest_force_ev_per_a": 3.76,
  "relative_energy_kcal_mol": 26.9,
  "orbital_gap_ev": [8.281, 8.730],
  "e_homo_ev": [-9.80, -9.91],
  "elements": ["N", "N", "O", "O", "Cl", "Br"],
  "coordinates": [[0.666, 0.345, 0.122], [-1.277, -0.473, -0.781], [0.957, -0.583, 0.735], [1.104, 1.382, -0.308], [-0.960, -1.904, 0.035], [-2.599, 0.590, 0.121]],
  "forces_ev_per_angstrom": [[-1.520, 2.416, -2.443], [0.075, 0.260, 0.588], [2.491, -0.191, 1.619], [-0.011, -1.539, 1.072], [-1.505, -0.450, -0.571], [0.469, -0.497, -0.265]]
}

***

{
  "formula": "BrClN2O2",
  "method": "ωB97M-V/def2-TZVPD",
  "largest_force_ev_per_a": 2.08,
  "relative_energy_kcal_mol": 33.4,
  "orbital_gap_ev": [8.249, 7.432],
  "e_homo_ev": [-11.22, -10.84],
  "elements": ["N", "N", "O", "O", "Cl", "Br"],
  "coordinates": [[-0.499, -0.133, 0.560], [-0.196, 0.681, -0.548], [-1.044, 1.042, -1.345], [0.898, 1.131, -0.421], [-1.265, -1.564, 0.396], [2.106, -1.156, 1.358]],
  "forces_ev_per_angstrom": [[0.001, -0.328, 1.708], [-1.307, 1.014, -1.266], [0.280, -1.110, 0.701], [1.317, 0.303, -0.276], [-0.274, 0.093, -0.909], [-0.016, 0.028, 0.042]]
}

***

{
  "formula": "BrCu",
  "method": "ωB97M-V/def2-TZVPD",
  "spin_multiplicity": 2,
  "largest_force_ev_per_a": 4.19,
  "s2": 0.76,
  "total_charge": 1,
  "relative_energy_kcal_mol": 8.4,
  "orbital_gap_ev": [10.612, 7.131],
  "e_homo_ev": [-17.35, -17.01],
  "elements": ["Cu", "Br"],
  "coordinates": [[2.938, -3.930, 22.915], [4.193, -3.731, 21.371]],
  "forces_ev_per_angstrom": [[-2.629, -0.417, 3.236], [2.629, 0.417, -3.236]]
}